(1)
Here is a 13-piece molecular cluster, C17H34Cl24O3 overall at a distorted geometry from OMol25. Energies are from ωB97M-V/def2-TZVPD.

Summary:
- M: 1137.33 g mol⁻¹
- Energy: -11938.4248 a.u.
- HOMO level: -0.3678 Ha
- Largest force on an atom: 2.38 eV/Å

```
! RIJCOSX wB97M-V def2-TZVPD def2/J DEFGRID3
* xyz 0 1
C 2.51 -1.57 -1.01
C 1.60 -0.85 -2.02
C 0.17 -0.69 -1.55
C -0.08 0.53 -0.65
O -0.32 -1.92 -0.97
C -1.66 -2.03 -0.88
O -2.18 -2.38 0.16
O -2.42 -1.82 -1.99
H 1.98 -1.95 -0.15
H 3.31 -0.90 -0.73
H 2.99 -2.39 -1.52
H 1.54 -1.46 -2.92
H 1.96 0.14 -2.31
H -0.40 -0.51 -2.47
H -0.85 1.17 -1.07
H 0.83 1.13 -0.63
H -0.42 0.26 0.34
H -2.42 -0.88 -2.21
C -4.85 1.45 -1.02
Cl -3.75 1.39 -2.41
Cl -4.29 2.54 0.26
H -5.82 1.79 -1.36
H -4.92 0.45 -0.60
C -0.40 1.73 -5.01
Cl 0.63 2.62 -3.88
Cl -1.17 0.33 -4.23
H -1.17 2.39 -5.38
H 0.22 1.36 -5.82
C -1.93 5.51 2.22
Cl -3.24 4.65 3.03
Cl -0.96 4.42 1.21
H -2.36 6.27 1.59
H -1.29 5.95 2.97
C -1.76 5.27 -2.58
Cl -3.26 4.80 -1.78
Cl -2.00 5.67 -4.29
H -1.35 6.14 -2.08
H -1.06 4.45 -2.52
C 3.09 -2.77 2.80
Cl 3.47 -3.62 1.29
Cl 2.71 -1.06 2.54
H 2.23 -3.25 3.25
H 3.95 -2.84 3.45
C 6.92 -4.39 4.72
Cl 6.90 -5.39 3.26
Cl 5.30 -3.76 5.08
H 7.24 -5.00 5.55
H 7.59 -3.56 4.57
C -0.75 -4.99 -3.24
Cl 0.45 -3.86 -3.89
Cl -0.05 -6.03 -1.99
H -1.56 -4.42 -2.80
H -1.11 -5.61 -4.04
C 6.21 0.92 -0.22
Cl 4.66 1.78 -0.27
Cl 6.08 -0.61 0.65
H 6.53 0.72 -1.23
H 6.93 1.55 0.29
C -7.07 5.74 -0.75
Cl -8.13 7.09 -0.31
Cl -6.11 5.17 0.62
H -7.68 4.92 -1.11
H -6.39 6.07 -1.52
C -5.55 4.45 -5.56
Cl -6.70 4.97 -4.31
Cl -5.22 2.72 -5.45
H -5.99 4.66 -6.53
H -4.63 5.00 -5.43
C 2.34 -3.08 7.76
Cl 0.92 -3.46 8.74
Cl 1.90 -2.74 6.08
H 2.83 -2.21 8.17
H 3.01 -3.93 7.78
C 2.88 -6.34 5.17
Cl 2.39 -7.89 4.49
Cl 2.91 -6.38 6.94
H 3.87 -6.10 4.81
H 2.17 -5.58 4.86
*
```

=====

(2)
Here is C36H76O26S9 as an isolated structure at a distorted geometry from OMol25. Energies are from ωB97M-V/def2-TZVPD.

Summary:
- M: 1213.58 g mol⁻¹
- Energy: -6956.7454 a.u.
- HOMO level: -0.3481 Ha
- Largest force on an atom: 8.52 eV/Å

```
! RIJCOSX wB97M-V def2-TZVPD def2/J DEFGRID3
* xyz 0 1
C 2.65 -4.95 2.19
C 3.48 -4.14 1.18
C 3.88 -5.16 0.11
S 4.14 -6.72 0.97
O 5.58 -6.91 1.07
O 3.31 -7.78 0.44
C 3.47 -6.17 2.59
H 1.76 -5.37 1.70
H 2.28 -4.39 3.05
H 4.28 -3.66 1.74
H 2.81 -3.38 0.78
H 4.83 -5.02 -0.40
H 3.13 -5.33 -0.66
H 4.35 -5.97 3.21
H 2.97 -7.01 3.06
C 5.82 -1.11 -0.65
C 5.90 0.25 -1.37
C 7.07 0.11 -2.36
S 6.87 -1.55 -3.07
O 8.17 -2.18 -2.98
O 6.22 -1.43 -4.35
C 5.74 -2.12 -1.77
H 4.96 -1.25 0.01
H 6.71 -1.16 -0.01
H 6.22 1.10 -0.77
H 5.02 0.38 -2.00
H 8.03 0.05 -1.83
H 7.33 0.87 -3.10
H 5.96 -3.19 -1.74
H 4.76 -2.12 -2.27
C -4.11 -3.89 0.73
C -2.66 -3.54 1.07
C -1.68 -3.90 -0.04
S -2.59 -4.90 -1.31
O -1.90 -6.18 -1.41
O -2.83 -4.07 -2.47
C -4.07 -5.07 -0.29
H -4.47 -3.09 0.08
H -4.72 -4.09 1.59
H -2.36 -4.00 2.01
H -2.54 -2.47 1.26
H -0.92 -4.58 0.33
H -1.07 -3.16 -0.54
H -4.00 -6.00 0.28
H -4.93 -5.19 -0.95
C -1.38 1.64 5.22
C -0.56 2.28 6.34
C 0.89 2.16 5.88
S 0.77 2.71 4.12
O 1.63 1.95 3.25
O 0.86 4.15 4.15
C -0.94 2.18 3.84
H -2.45 1.84 5.27
H -1.21 0.56 5.24
H -0.66 1.74 7.28
H -0.89 3.30 6.54
H 1.11 1.09 5.83
H 1.68 2.74 6.35
H -0.97 1.28 3.22
H -1.64 2.90 3.40
C -5.01 2.25 -3.59
C -4.13 0.97 -3.44
C -4.29 0.51 -1.99
S -5.98 0.86 -1.47
O -5.98 1.40 -0.13
O -6.85 -0.23 -1.82
C -6.21 2.27 -2.62
H -5.29 2.34 -4.64
H -4.39 3.12 -3.36
H -3.09 1.11 -3.70
H -4.52 0.08 -3.94
H -3.63 1.04 -1.30
H -4.09 -0.54 -1.78
H -6.12 3.13 -1.96
H -7.19 2.25 -3.10
C -2.58 4.39 -5.08
C -1.13 4.17 -4.69
C -1.09 4.50 -3.19
S -2.56 3.59 -2.54
O -3.26 4.47 -1.64
O -2.12 2.30 -2.11
C -3.46 3.54 -4.14
H -2.71 4.02 -6.09
H -2.86 5.44 -5.03
H -0.43 4.76 -5.28
H -0.87 3.11 -4.68
H -1.26 5.56 -3.01
H -0.20 4.14 -2.68
H -4.46 3.90 -3.92
H -3.44 2.48 -4.41
C 3.71 3.63 -0.48
C 3.89 4.86 0.41
C 2.53 4.99 1.13
S 1.25 4.65 -0.17
O 0.73 5.86 -0.77
O 0.31 3.65 0.25
C 2.44 3.81 -1.28
H 3.64 2.72 0.13
H 4.60 3.45 -1.09
H 4.20 5.69 -0.23
H 4.65 4.70 1.17
H 2.42 5.96 1.59
H 2.53 4.14 1.81
H 2.59 4.51 -2.11
H 2.02 2.90 -1.70
C -5.99 -0.83 2.57
C -5.96 0.61 3.16
O -4.60 1.01 3.12
S -3.62 0.05 2.32
O -2.83 -0.63 3.30
O -3.01 0.80 1.28
O -4.80 -0.95 1.80
H -6.89 -0.97 1.98
H -5.87 -1.48 3.44
H -6.24 0.73 4.21
H -6.55 1.39 2.66
C -0.71 0.17 -0.39
C -0.28 0.93 0.86
O 0.07 -0.16 1.76
S 0.93 -1.18 0.90
O 0.84 -2.49 1.48
O 2.27 -0.65 0.77
O 0.09 -1.02 -0.42
H -0.66 0.62 -1.38
H -1.78 -0.02 -0.30
H -0.99 1.62 1.29
H 0.66 1.48 0.74
C -2.26 -1.11 -4.14
C -1.11 -0.15 -4.30
O -0.57 -0.17 -5.62
O -3.40 -0.57 -4.86
H -2.65 -1.12 -3.12
H -2.02 -2.09 -4.54
H -0.33 -0.34 -3.56
H -1.34 0.90 -4.08
H -1.14 0.31 -6.23
H -3.24 -0.74 -5.79
C 3.78 -1.19 3.49
C 4.91 -1.91 4.21
O 4.40 -2.42 5.45
O 3.61 0.12 3.98
H 2.86 -1.77 3.54
H 4.13 -1.11 2.45
H 5.76 -1.26 4.40
H 5.39 -2.74 3.68
H 4.63 -1.87 6.19
H 3.13 0.64 3.32
*
```

=====

(3)
Here is a 2-piece molecular cluster, C9H14 overall at a distorted geometry from OMol25. Energies are from ωB97M-V/def2-TZVPD.

Summary:
- Energy above the lowest of the compared OMol25 structures with the same formula, charge and spin: 10.59 kcal per mole
- M: 122.21 g mol⁻¹
- Energy: -351.2624 a.u.
- HOMO level (alpha / beta): 0.0492 / -0.2107 Ha
- Largest force on an atom: 1.39 eV/Å

```
! RIJCOSX wB97M-V def2-TZVPD def2/J DEFGRID3
* xyz -1 2
C 2.59 -3.53 -0.92
C 1.39 -4.36 -0.45
H 3.36 -3.42 -0.17
H 3.08 -3.81 -1.85
H 2.29 -2.49 -1.07
H 0.51 -3.72 -0.54
H 1.59 -4.76 0.54
H 1.11 -5.18 -1.13
C -0.61 4.19 0.95
C -1.49 0.14 -0.17
C -1.80 0.59 1.12
C -0.97 1.01 -1.12
C -1.47 1.90 1.46
C -0.72 2.34 -0.77
C -0.92 2.77 0.53
H -1.62 -0.91 -0.38
H -2.02 -0.15 1.88
H -0.71 0.55 -2.07
H -1.67 2.22 2.48
H -0.31 2.93 -1.59
H -1.48 4.67 1.41
H -0.27 4.78 0.10
H 0.13 4.24 1.76
*
```

=====

(4)
Here is a 2-piece molecular cluster, C5H15N2 overall at a distorted geometry from OMol25. Energies are from ωB97M-V/def2-TZVPD.

Summary:
- Energy above the lowest of the compared OMol25 structures with the same formula, charge and spin: 7.53 kcal per mole
- M: 103.19 g mol⁻¹
- Energy: -308.5184 a.u.
- HOMO level (alpha / beta): -0.3544 / -0.5299 Ha
- Largest force on an atom: 9.37 eV/Å

```
! RIJCOSX wB97M-V def2-TZVPD def2/J DEFGRID3
* xyz 1 3
C -0.81 -2.48 1.77
C 2.04 1.65 -0.55
C -0.41 -0.99 1.72
C 0.22 0.20 -1.53
C 0.68 1.39 -0.82
N -1.26 0.35 -1.68
N -0.25 2.02 -0.26
H -1.88 -2.66 1.94
H -0.28 -3.20 2.49
H -0.59 -3.23 0.85
H 2.54 2.60 -0.12
H 2.18 0.80 0.16
H 2.71 1.43 -1.41
H -1.00 -0.49 0.85
H -0.74 -0.47 2.62
H 0.28 -0.79 -0.95
H 0.74 0.23 -2.49
H 0.62 -0.87 1.52
H -1.72 -0.58 -1.47
H -1.18 1.73 -0.41
H -0.33 2.79 0.40
H -1.58 0.56 -2.61
*
```